(1)
Formula: C5H8ClNO
Source: OMol25
Level of theory: ωB97M-V/def2-TZVPD

Last column: natural (NBO) charge in e.
CARTESIAN COORDINATES (ANGSTROEM)
C: 0.9476 1.8212 0.9194  -0.258
O: 0.1008 0.8341 0.3205  -0.526
C: 0.6046 -0.3302 0.2569  0.172
Cl: 1.9532 -0.5662 -0.9033  -0.104
C: -0.7071 -1.5355 -0.1563  -0.318
C: -1.5980 -0.8037 -1.1388  -0.594
C: -1.2514 -1.6786 1.1201  0.261
N: -1.7809 -1.6148 2.1423  -0.320
H: 1.6141 1.3491 1.6230  0.193
H: 0.3389 2.5187 1.5284  0.201
H: 1.4027 2.4613 0.2024  0.199
H: 0.9775 -0.8339 1.2997  0.177
H: -0.2083 -2.4230 -0.5066  0.250
H: -0.9237 -0.3696 -1.8415  0.221
H: -2.2415 -1.4656 -1.5660  0.216
H: -2.1859 0.0111 -0.5921  0.230

Forces on atoms 1 to 3 (eV/Å):
C -1.3 0.8 1.4
O -1.1 3.4 0.1
C 0.0 -7.4 1.9

## Properties
ΔE to the lowest compared entry with this formula, charge and spin = 252.62 kJ/mol
energy = -785.4318 Ha
structure (SMILES) = CO[C@H](Cl)[C@H](C)C#N
gap between HOMO and LUMO = 10.9 eV

---

(2)
Formula: C5H8CrO3
Source: OMol25
Level of theory: ωB97M-V/def2-TZVPD

Last column: natural (NBO) charge in e.
CARTESIAN COORDINATES (ANGSTROEM)
Cr: 1.6799 1.4075 -0.1572  1.456
O: -0.1676 1.0398 -0.3705  -0.759
O: -0.4494 -1.1608 0.0162  -0.439
C: 0.8434 -1.5973 -0.4676  -0.119
C: 1.9503 -1.3847 0.5542  -0.099
O: 2.1801 -0.0504 0.8486  -0.837
C: -0.7605 0.0946 0.1858  0.887
H: 0.7021 -2.6654 -0.6644  0.243
H: 1.0409 -1.0895 -1.4227  0.185
H: 2.8356 -1.9218 0.1627  0.199
H: 1.6530 -1.9154 1.4795  0.195
C: -2.1041 0.2852 0.8458  -0.581
C: -3.1548 0.3645 -0.2142  -0.236
H: -2.2796 -0.5693 1.5118  0.261
H: -2.0596 1.2099 1.4341  0.253
H: -3.2857 1.2848 -0.7822  0.192
H: -3.6704 -0.5387 -0.5386  0.199

Forces on atoms 1 to 3 (eV/Å):
Cr 1.0 -0.6 0.6
O 0.0 0.2 0.2
O 0.2 0.4 0.9

## Properties
ΔE to the lowest compared entry with this formula, charge and spin = 0.00 kJ/mol
energy = -1465.1751 Ha
net charge = +1
spin multiplicity = 6
gap between HOMO and LUMO (spin up / spin down) = 7.5 / 9.5 eV

---

(3)
Formula: C5H8CuMgO4
Source: OMol25
Level of theory: ωB97M-V/def2-TZVPD

Last column: natural (NBO) charge in e.
CARTESIAN COORDINATES (ANGSTROEM)
C: -1.9156 -2.6068 -0.7814  -0.730
C: -0.9605 -1.9605 0.1539  0.475
O: 0.0474 -2.5482 0.5606  -0.639
Cu: 1.9943 -1.5398 1.3009  0.742
H: -2.4406 -1.8213 -1.3474  0.246
H: -1.4034 -3.3036 -1.4531  0.241
H: -2.6743 -3.1502 -0.1982  0.261
H: -1.3356 -1.1164 0.7688  0.158
H: -0.0239 0.3673 -0.7932  0.079
O: -0.7196 2.3015 -0.2436  -1.062
C: 1.3691 0.8019 1.7396  0.326
C: 0.1808 1.5259 -0.9189  -0.053
O: 0.5797 1.0669 2.6569  -0.755
O: 1.5810 1.9614 0.9723  -0.658
C: 1.6159 1.7978 -0.4476  -0.108
Mg: -0.3371 2.8217 1.6207  0.955
H: 0.1404 1.6800 -2.0161  0.152
H: 1.9994 2.7411 -0.8527  0.198
H: 2.3027 0.9813 -0.7217  0.173

Forces on atoms 1 to 3 (eV/Å):
C 0.0 0.5 -0.8
C 0.0 -1.5 2.4
O 0.1 0.9 -0.9

## Properties
ΔE to the lowest compared entry with this formula, charge and spin = 3.19 kJ/mol
energy = -2336.7463 Ha
spin multiplicity = 2
gap between HOMO and LUMO (spin up / spin down) = 3.6 / 7.2 eV

---

(4)
Formula: C5H8F2
Source: OMol25
Level of theory: ωB97M-V/def2-TZVPD

Last column: natural (NBO) charge in e.
CARTESIAN COORDINATES (ANGSTROEM)
C: 2.0061 -0.8942 -0.0732  -0.662
C: 1.0607 0.2483 0.0370  -0.127
C: -0.3100 0.2653 0.0890  -0.093
C: -1.1751 1.5119 0.0823  -0.654
C: -1.1505 -0.9110 -0.0613  0.533
F: -2.0832 -0.7345 -1.0588  -0.355
F: -1.9476 -1.0818 1.0414  -0.350
H: 2.5371 -0.9775 0.9195  0.231
H: 2.8729 -0.5660 -0.7906  0.228
H: 1.6131 -1.8970 -0.2958  0.221
H: 1.5220 1.2248 -0.0208  0.203
H: -0.6497 2.4995 0.1533  0.219
H: -1.8919 1.5433 -0.7649  0.240
H: -1.7733 1.5496 1.0360  0.229
H: -0.6306 -1.7809 -0.2932  0.137

Forces on atoms 1 to 3 (eV/Å):
C 2.3 0.4 0.3
C -2.7 0.1 -0.4
C 2.0 1.6 -0.8

## Properties
ΔE to the lowest compared entry with this formula, charge and spin = 49.09 kJ/mol
energy = -395.0135 Ha
structure (SMILES) = C/C=C(/C)C(F)F
gap between HOMO and LUMO = 10.5 eV

---

(5)
Formula: C5H8F2Si
Source: OMol25
Level of theory: ωB97M-V/def2-TZVPD

Last column: natural (NBO) charge in e.
CARTESIAN COORDINATES (ANGSTROEM)
C: -2.6480 1.5988 -0.4652  -0.592
C: -2.2984 0.1543 -0.0368  -0.496
C: -0.8320 0.0665 -0.0018  0.084
C: 0.3416 0.1510 -0.1489  -0.571
Si: 2.2129 -0.2171 -0.2450  2.139
C: 2.7152 -1.7194 0.8037  -1.134
F: 3.0498 1.0671 0.3199  -0.650
F: 2.6715 -0.2723 -1.7771  -0.643
H: -2.1836 2.1626 0.3565  0.214
H: -3.6631 1.8750 -0.5634  0.215
H: -2.0949 1.9740 -1.4598  0.216
H: -2.5907 -0.7037 -0.6777  0.237
H: -2.7946 -0.0325 0.9735  0.234
H: 2.4121 -2.6561 0.3134  0.249
H: 3.7022 -1.8227 0.9323  0.242
H: 2.0002 -1.6255 1.6764  0.255

Forces on atoms 1 to 3 (eV/Å):
C 2.8 0.6 -1.5
C -0.5 -0.6 0.5
C -2.7 0.1 0.4

## Properties
ΔE to the lowest compared entry with this formula, charge and spin = 0.89 kJ/mol
energy = -684.6198 Ha
structure (SMILES) = CCC#C[Si](C)(F)F
gap between HOMO and LUMO = 11.3 eV

---

(6)
Formula: C5H8FN
Source: OMol25
Level of theory: ωB97M-V/def2-TZVPD

Last column: natural (NBO) charge in e.
CARTESIAN COORDINATES (ANGSTROEM)
C: 3.2815 -0.7068 1.0400  -0.651
C: 2.5553 -0.7834 -0.0182  0.522
C: -0.3268 0.5854 -0.3551  0.135
C: -1.4294 1.5741 -0.8281  -0.624
C: -0.6658 -0.8122 -0.1767  -0.684
N: 0.8025 1.0987 -0.3193  -0.234
F: 2.6156 -1.4516 -1.1171  -0.308
H: 4.1616 -1.1998 1.2833  0.217
H: 3.2086 -0.1506 1.9864  0.244
H: -2.2232 1.8353 -0.0173  0.216
H: -2.0868 1.1539 -1.4792  0.215
H: -1.0679 2.4375 -1.2088  0.225
H: 0.2606 -1.5122 0.0738  0.242
H: -1.0006 -1.3156 -1.1981  0.240
H: -1.4495 -1.1264 0.6585  0.244

Forces on atoms 1 to 3 (eV/Å):
C 0.4 0.8 2.1
C -1.6 1.7 0.4
C -1.0 1.9 -0.8

## Properties
ΔE to the lowest compared entry with this formula, charge and spin = 551.49 kJ/mol
energy = -349.7092 Ha
gap between HOMO and LUMO (spin up / spin down) = 9.1 / 9.6 eV

---

(7)
Formula: C5H8FN
Source: OMol25
Level of theory: ωB97M-V/def2-TZVPD

Last column: natural (NBO) charge in e.
CARTESIAN COORDINATES (ANGSTROEM)
C: -1.8530 1.4194 -0.1390  -0.356
C: -1.7993 0.2070 0.3990  -0.271
C: -0.9702 -0.9148 -0.0697  0.365
F: -1.6055 -2.1436 -0.0250  -0.344
C: 0.3366 -0.8654 -0.4181  -0.268
C: 1.2547 0.2637 -0.3020  -0.267
N: 2.5186 -0.1800 0.3863  -0.826
H: -1.1998 1.7703 -0.9643  0.200
H: -2.5117 2.1994 0.2447  0.206
H: -2.4946 -0.0916 1.1780  0.221
H: 0.7925 -1.8936 -0.5279  0.216
H: 0.8423 1.1243 0.2634  0.214
H: 1.4759 0.5810 -1.3004  0.201
H: 2.3485 -0.4217 1.3790  0.360
H: 2.8652 -1.0545 -0.1040  0.351

Forces on atoms 1 to 3 (eV/Å):
C 0.6 0.9 -0.3
C -0.6 -0.8 -0.5
C 1.4 0.2 -0.2

## Properties
ΔE to the lowest compared entry with this formula, charge and spin = 114.63 kJ/mol
energy = -349.8756 Ha
structure (SMILES) = C=C/C(F)=C\CN
gap between HOMO and LUMO = 9.9 eV

---

(8)
Formula: C5H8FNO
Source: OMol25
Level of theory: ωB97M-V/def2-TZVPD

Last column: natural (NBO) charge in e.
CARTESIAN COORDINATES (ANGSTROEM)
O: -2.1429 -1.2673 1.0519  -0.693
C: -0.7548 -0.9399 0.7523  0.057
C: -0.5131 0.6380 0.6208  -0.315
C: 0.8912 1.2896 0.4961  -0.224
N: 1.7478 0.4931 -0.3660  -0.591
C: 0.7903 -0.3187 -1.1849  -0.262
C: -0.5400 -0.2871 -0.5132  0.266
F: -1.5800 -0.3805 -1.4286  -0.352
H: -2.5541 -1.0982 0.1392  0.482
H: -0.0433 -1.6371 1.2549  0.191
H: -1.2759 1.3385 1.1917  0.265
H: 1.3809 1.3864 1.4572  0.208
H: 0.6875 2.2181 -0.1616  0.197
H: 2.2332 -0.1512 0.2220  0.348
H: 0.9803 -1.4132 -1.3974  0.211
H: 0.6928 0.1293 -2.1343  0.211

Forces on atoms 1 to 3 (eV/Å):
O 1.2 1.0 -2.5
C -0.5 -0.1 2.3
C -0.3 1.2 2.0

## Properties
ΔE to the lowest compared entry with this formula, charge and spin = 306.02 kJ/mol
energy = -425.0885 Ha
structure (SMILES) = O[C@@H]1[C@H]2CNC[C@@]12F
gap between HOMO and LUMO = 10.5 eV

---

(9)
Formula: C5H8FNS
Source: OMol25
Level of theory: ωB97M-V/def2-TZVPD

Last column: natural (NBO) charge in e.
CARTESIAN COORDINATES (ANGSTROEM)
C: -0.0880 2.4011 0.0563  -0.358
C: 0.4685 1.2536 -0.4091  -0.251
C: 0.2411 -0.0524 0.3402  0.271
C: 1.6545 -0.6932 0.6953  -0.644
F: -0.4196 0.3122 1.5131  -0.345
C: -0.6546 -0.8124 -0.5544  0.055
N: -1.6448 -1.3770 -0.0745  -0.464
S: -2.5443 -2.2284 -1.3232  0.116
H: -0.5867 2.5078 0.9992  0.210
H: 0.0857 3.4194 -0.4223  0.200
H: 0.8677 1.3606 -1.4569  0.224
H: 1.6828 -1.4843 1.4405  0.235
H: 2.2781 -0.8932 -0.2174  0.223
H: 2.2456 0.0481 1.2787  0.230
H: -0.2486 -0.9911 -1.5257  0.165
H: -3.3376 -2.7706 -0.3400  0.135

Forces on atoms 1 to 3 (eV/Å):
C 1.5 0.7 -0.9
C -1.1 2.6 -0.5
C 1.9 1.4 0.3

## Properties
ΔE to the lowest compared entry with this formula, charge and spin = 178.77 kJ/mol
energy = -748.0378 Ha
structure (SMILES) = C=C[C@@](C)(F)/C=N/S
gap between HOMO and LUMO = 9.9 eV

---

(10)
Formula: C5H8INO2
Source: OMol25
Level of theory: ωB97M-V/def2-TZVPD

Last column: natural (NBO) charge in e.
CARTESIAN COORDINATES (ANGSTROEM)
C: 1.5625 2.2225 -1.3823  -0.415
N: 0.5076 1.2199 -1.6798  -0.585
C: 0.1270 0.2141 -2.2254  0.862
O: -0.3490 -0.7057 -2.7672  -0.535
H: 1.6965 2.1854 -0.2685  0.226
H: 2.5220 1.8089 -1.6758  0.211
H: 1.1698 3.1577 -1.8612  0.236
C: -2.6646 -1.4315 -0.2291  -0.693
C: -2.6472 -0.0935 -0.7685  0.000
C: -2.6232 0.9888 -1.3120  -0.300
I: -2.8580 2.9145 -1.9528  0.265
H: -2.9796 -1.5950 0.8692  0.243
H: -1.6030 -1.8868 -0.2361  0.245
H: -3.3139 -1.9818 -0.8364  0.240
O: 1.8110 -0.2052 1.1203  -0.965
H: 1.3754 0.1076 0.2965  0.485
H: 2.6195 -0.7087 0.9947  0.480

Forces on atoms 1 to 3 (eV/Å):
C -1.3 -1.4 0.7
N 0.1 -0.9 -0.1
C 0.8 1.8 0.3

## Properties
ΔE to the lowest compared entry with this formula, charge and spin = 230.90 kJ/mol
energy = -698.1442 Ha
structure (SMILES) = CN=C=O.CC#CI.O
gap between HOMO and LUMO = 9.4 eV

---

(11)
Formula: C5H8INS
Source: OMol25
Level of theory: ωB97M-V/def2-TZVPD

Last column: natural (NBO) charge in e.
CARTESIAN COORDINATES (ANGSTROEM)
C: -1.0671 -2.8207 1.2077  -0.226
C: 0.9352 -0.0165 -0.7978  -0.336
C: -1.1987 -0.4770 0.5736  0.041
C: 1.2803 2.1754 0.3345  -0.634
C: 0.6925 1.2713 -0.7914  -0.226
N: -1.2919 -1.6171 0.8749  -0.357
S: 0.3929 -1.1089 -2.0393  0.011
I: -3.0243 0.5093 0.2750  0.133
H: -1.2148 -3.0729 2.2162  0.196
H: -1.1872 -3.5490 0.4441  0.201
H: 1.3558 -0.5060 0.0096  0.217
H: 0.4341 2.5184 1.0991  0.211
H: 1.7681 3.0925 -0.1029  0.212
H: 2.0985 1.6920 0.9034  0.205
H: 0.2759 2.0512 -1.4291  0.218
H: -0.2493 -0.1418 -2.7775  0.134

Forces on atoms 1 to 3 (eV/Å):
C -1.0 0.1 -0.6
C -1.2 0.9 -2.3
C -0.9 2.8 -0.1

## Properties
ΔE to the lowest compared entry with this formula, charge and spin = 300.70 kJ/mol
energy = -945.7866 Ha
gap between HOMO and LUMO = 7.4 eV

---

(12)
Formula: C5H8IrLiO3
Source: OMol25
Level of theory: ωB97M-V/def2-TZVPD

Last column: Löwdin spin population.
CARTESIAN COORDINATES (ANGSTROEM)
C: -0.1235 -0.8420 -2.9692  0.781
C: -1.2043 -1.6078 -2.9640  0.730
H: -0.1804 0.2216 -3.2192  0.043
H: -0.1475 -1.9535 -3.8591  0.041
H: -1.6841 -0.8755 -1.8896  0.142
Li: 1.6568 -1.9705 -0.3190  0.005
O: -0.1377 0.8108 0.6572  0.073
Ir: -2.5449 1.8342 -0.0289  2.817
O: -1.5281 0.3003 -0.8945  0.164
C: -0.3060 0.2722 -0.5150  0.037
O: 0.5284 -0.5434 -1.0240  0.154
C: 0.7806 0.2203 1.6136  0.007
C: 0.6793 1.0282 2.8795  0.001
H: 0.4873 -0.8255 1.7828  0.001
H: 1.7862 0.2504 1.1717  0.002
H: -0.3180 0.9205 3.3242  0.000
H: 1.4400 0.6629 3.5806  0.000
H: 0.8159 2.0968 2.6728  0.000

Forces on atoms 1 to 3 (eV/Å):
C 2.0 0.3 -2.7
C -1.3 -0.5 3.4
H 0.7 0.1 0.0

## Properties
energy = -531.2179 Ha
net charge = +3
spin multiplicity = 6
gap between HOMO and LUMO (spin up / spin down) = 4.6 / 6.6 eV